76
Properties=species:S:1:pos:R:3:forces:R:3 method="wB97M-V/def2-TZVPD" homo_lumo_gap_ha=0.1339 charge=-2 energy_ev=-47391.36756
C 0.21122 1.57349 -4.74997 0.9672 0.3060 0.3003
C -0.67769 0.56116 -5.50225 -0.9285 0.4669 -0.3466
C -0.30599 -0.86840 -5.07738 0.5387 -0.6444 -0.4672
O -1.99332 0.79650 -5.41215 0.0323 -0.0016 0.2505
H 0.26341 1.45727 -3.65720 -0.5036 -0.1837 -0.0859
H -0.11952 2.59532 -4.95027 -0.1620 -0.0800 -0.0593
H 1.27444 1.51741 -5.06339 -0.1816 -0.0781 -0.1583
H -0.36948 0.69013 -6.58993 0.5008 -0.3504 0.0723
H -0.94459 -1.57977 -5.61065 -0.0650 0.1145 -0.0398
H -0.44760 -1.06599 -4.01013 -0.0062 0.3503 0.0697
H 0.73859 -1.11511 -5.35997 -0.0500 0.0221 0.2125
C -1.87218 0.65570 2.01601 0.2052 -0.1927 0.5654
C -1.58572 0.71300 0.49375 -0.5997 0.5949 -0.6168
C -0.93705 -0.60711 0.01699 1.0625 -0.0734 0.6923
O -2.69046 1.06836 -0.14907 -0.4278 -0.3192 -0.0573
H -1.14927 0.09885 2.64949 0.0686 0.1252 -0.1526
H -2.85239 0.17856 2.12635 0.0483 -0.0886 -0.0880
H -1.97570 1.66477 2.42470 0.0445 0.0285 -0.0829
H -0.80121 1.50984 0.29123 0.4366 -0.3092 0.4986
H 0.01787 -0.72896 0.57512 -0.0557 -0.0941 -0.0920
H -0.65101 -0.56256 -1.03486 -0.3752 -0.0159 -0.0971
H -1.51740 -1.51306 0.23675 -0.3312 0.2335 -0.2167
C 3.07058 4.76955 4.36924 0.0467 -0.1996 -0.3225
O 2.36297 3.74990 3.66224 -0.2469 0.2325 0.0282
C 2.60622 2.48372 4.01149 0.0650 -0.2367 -0.1007
O 3.31582 2.13989 4.92025 0.1168 -0.0857 0.1260
O 1.93541 1.71001 3.17780 -0.0877 0.2481 -0.2660
C 2.11415 0.31350 3.32593 0.0516 -0.9384 0.6314
H 2.47649 5.66934 4.24625 0.0117 0.0613 0.0612
H 4.03577 4.88969 3.87863 0.1017 0.1287 0.2015
H 3.19609 4.50950 5.41602 0.0005 -0.0111 0.0239
H 1.84303 -0.00130 4.33702 0.0777 0.1415 -0.0031
H 3.14812 0.01707 3.14596 0.0359 0.1911 -0.0494
H 1.46057 -0.22265 2.64450 -0.1132 0.4713 -0.2798
C -0.68995 -3.59114 -2.16790 0.0121 0.7101 1.9297
O 0.46474 -3.92229 -2.92829 -0.3607 -0.6244 -0.6750
C 1.59789 -3.27797 -2.77168 -0.2785 0.1446 0.7086
O 1.79372 -2.26887 -2.13907 -0.0548 -0.2828 -0.2032
O 2.54963 -4.00920 -3.37014 -0.0465 0.1159 -0.2789
C 3.84773 -3.45374 -3.30413 0.5104 0.1754 0.6327
H -1.27643 -4.48695 -1.98268 0.0003 -0.1616 -0.7197
H -1.29701 -2.76366 -2.52736 0.1577 -0.1331 -0.5973
H -0.38497 -3.28889 -1.15732 0.1768 0.1804 -0.2017
H 3.89023 -2.42947 -3.67231 -0.0938 -0.1398 -0.3384
H 4.48976 -4.13800 -3.85066 0.0030 0.1573 -0.2106
H 4.20705 -3.39816 -2.26924 -0.1748 -0.1226 -0.0530
C -3.06135 -4.15120 1.04270 0.8141 0.1806 0.1449
C -4.23404 -3.39005 0.49825 -0.2644 -0.1650 -0.3788
O -4.19624 -2.90984 -0.60960 -0.0745 -0.1775 -0.0931
N -5.39773 -3.35822 1.24404 -0.2531 0.0931 -0.0069
C -5.42672 -3.33667 2.69061 0.1538 -0.1327 0.1760
H -2.20784 -3.46697 1.07469 -0.1526 0.1029 0.2040
H -2.74133 -4.90251 0.32107 -0.3405 -0.1225 -0.0350
H -3.19398 -4.60231 2.02199 -0.0466 -0.0356 -0.0050
H -6.09869 -2.79372 0.78532 0.1212 0.1288 -0.0137
H -4.96712 -4.24887 3.07109 0.1001 0.1244 0.1552
H -6.44894 -3.34044 3.06773 -0.1045 0.0274 -0.2612
H -4.93028 -2.45581 3.10801 0.0974 -0.0890 0.0551
O -2.08750 4.84780 1.49910 0.0254 0.3913 -0.1465
C -1.18115 4.51480 2.23128 -0.5068 -0.6701 -0.1025
N -0.04326 3.90709 1.79819 -0.0965 0.7422 0.3343
C -1.36398 4.60181 3.73683 0.3940 1.0636 -0.0065
H 0.75260 3.91013 2.41310 0.0404 -0.3219 -0.2211
H 0.08887 3.83471 0.80211 -0.0451 -0.1504 -0.0078
H -1.74176 5.60058 3.97685 -0.0938 -0.0442 -0.1922
H -0.41723 4.52450 4.27758 -0.1797 -0.5658 0.1425
H -2.14530 3.90863 4.03414 0.2912 -0.3330 0.1214
O 4.76078 1.67539 -1.54126 0.1636 0.2819 -0.0242
C 3.71164 1.04958 -1.50852 0.0824 -0.4647 -0.5320
N 3.33341 0.20440 -2.49979 0.0255 0.2720 0.6106
C 2.75605 1.13150 -0.35341 0.0042 0.2763 0.0769
H 2.57975 -0.44241 -2.31922 -0.0772 0.0066 -0.4656
H 3.89100 0.15496 -3.33353 -0.0361 -0.0922 0.0218
H 3.05905 0.39920 0.39629 -0.0891 0.0115 0.0682
H 1.72039 0.96084 -0.64204 -0.0198 -0.0967 0.0584
H 2.85831 2.13379 0.05870 -0.0620 -0.0746 0.1779



11
Properties=species:S:1:pos:R:3:forces:R:3 method="wB97M-V/def2-TZVPD" homo_lumo_gap_ha="0.2805 / 0.2861" de_lowest_ev=7.4509 energy_ev=-6748.45697
C 3.23353 0.20334 -0.05600 -4.5837 -1.2282 0.1497
C 0.71661 -0.46564 0.06115 0.4391 0.7070 -0.2441
C -0.44294 0.07286 0.02643 1.8664 0.5864 0.1615
C -0.29562 -1.51953 0.01611 1.0464 -0.6836 -0.0369
C -1.43568 1.13625 -0.00370 -0.5184 0.0688 -0.1136
N 4.34382 0.45882 -0.00536 1.8492 0.4551 0.0294
H -0.49357 -2.05040 -0.90802 -0.1277 0.0415 -0.1553
H -0.54734 -2.07865 0.90936 -0.0695 0.0299 0.1659
H -2.39501 0.77924 0.37432 0.0499 0.0700 0.0049
H -1.58122 1.49206 -1.02576 -0.0047 -0.0172 0.0430
H -1.10258 1.97165 0.61147 0.0531 -0.0298 -0.0045



86
Properties=species:S:1:pos:R:3:forces:R:3 method="wB97M-V/def2-TZVPD" homo_lumo_gap_ha=0.1622 de_lowest_ev=0.0000 charge=-1 energy_ev=-52164.40710
La -2.10567 0.96882 0.33771 1.0358 -0.5692 0.4081
C -1.13918 -5.70474 0.99443 0.1017 -0.3466 0.1785
C -2.45186 -4.98768 0.67654 -0.0909 -0.6624 0.0610
C -2.24102 -3.69288 -0.02288 -0.0284 0.1593 -0.3029
C -2.21490 -3.43935 -1.36215 0.0726 0.3158 0.4472
C -2.17325 -4.44223 -2.46180 0.1070 -0.0506 -0.1138
C -0.71240 -4.62004 -2.90415 -0.3722 -0.1597 -0.5837
C -1.91006 -2.01138 -1.50456 -0.2818 0.0227 -0.0485
N -1.70375 -1.47170 -0.26916 -0.1917 0.2945 -0.2007
C -1.88202 -2.44905 0.64446 0.2053 0.1175 0.2559
C -1.65335 -2.28150 2.01755 -0.1186 -0.0516 -0.3819
C -1.02153 -1.19487 2.63213 -0.1660 -0.3586 1.0406
C -0.86839 -1.08031 4.09993 -0.5296 -0.2300 -0.4276
C -1.27278 -2.09575 5.10386 -0.2631 -0.2730 0.4709
C -0.24135 -3.22392 5.15966 -0.1051 -0.4284 -0.0071
C -0.29564 0.10567 4.34737 0.5553 0.6658 -0.6287
C -0.05812 0.73109 3.02388 -0.2197 -0.3006 0.4190
C 0.48314 1.98397 2.81752 0.2965 0.5037 -0.3764
C 0.64422 2.67529 1.57833 -0.1207 -0.2477 0.5957
N 0.07368 2.27810 0.42052 -0.2777 -0.4192 0.2551
C 0.54630 3.06548 -0.57312 0.0138 0.3873 -0.2150
C 0.22984 2.93897 -1.92647 0.0507 -0.0619 -0.1365
C -0.44814 1.91495 -2.60121 0.1305 0.3649 -0.6164
N -0.99371 0.82552 -2.01798 -0.0543 0.3238 1.0915
C -1.42409 -0.00620 -2.96570 0.0735 -0.4180 -0.6593
C -1.88670 -1.31776 -2.70826 0.2653 -0.0143 -0.0849
C -1.17241 0.58939 -4.27848 -0.3311 -0.5143 -0.1016
C -0.57317 1.79373 -4.05984 -0.0977 0.2075 0.6407
C -0.11585 2.81096 -5.06096 0.3144 -0.5207 -0.1513
C 1.40830 2.76201 -5.28554 -0.2799 -0.1478 0.2336
C -1.45195 -0.10430 -5.58344 0.4935 0.0970 -0.0878
C -0.36148 -1.14492 -5.92543 0.0203 0.1822 0.3435
C 1.44740 4.05686 -0.01039 0.2275 -0.0325 -0.1260
C 1.47998 3.84053 1.33784 -0.1992 -0.1856 0.1203
C 2.31051 4.55012 2.36216 -0.0875 -0.3568 0.2364
C 3.63452 3.83158 2.60097 0.3455 -0.1348 -0.2841
C 2.37923 4.92377 -0.80822 -0.0357 -0.0834 0.0029
C 3.51003 4.06795 -1.41321 0.2960 0.4260 0.5414
N -0.49393 -0.11065 2.04858 -0.4030 0.4171 -0.9286
C 0.14392 0.69820 5.64577 0.0932 0.3081 -0.3299
C 1.62668 0.37534 5.89626 -0.3608 0.5120 0.3273
H -1.28243 -6.61238 1.59994 -0.1168 0.2178 -0.1666
H -0.47529 -5.05138 1.54765 0.1649 0.1971 0.1372
H -0.61321 -5.99905 0.08608 -0.0336 0.0202 -0.0991
H -2.99682 -4.81525 1.60375 -0.0350 0.0763 0.1298
H -3.08740 -5.67721 0.10036 0.1002 0.3315 -0.0609
H -2.80067 -4.16072 -3.30735 0.0547 0.2257 -0.1562
H -2.58634 -5.38565 -2.12826 -0.0374 -0.3088 0.2633
H -0.37675 -3.69160 -3.35959 0.2507 0.0422 0.0538
H -0.57590 -5.42386 -3.63112 -0.2034 0.0161 -0.1213
H -0.07564 -4.86522 -2.06943 0.1942 0.1166 0.4186
H -2.03038 -3.08303 2.64974 0.2416 0.1919 0.0645
H -2.28559 -2.49239 4.93549 0.2605 0.1298 -0.2336
H -1.33386 -1.61024 6.08947 0.0890 -0.1261 -0.2024
H -0.18794 -3.79101 4.21606 -0.1082 0.2063 0.2835
H -0.42203 -3.92747 5.98278 -0.0883 0.0915 -0.1749
H 0.73342 -2.78236 5.31802 0.3647 0.0317 0.0407
H 0.86893 2.47688 3.70957 -0.1055 0.0470 -0.2092
H 0.63767 3.71432 -2.56414 0.0287 0.0380 -0.0425
H -2.16407 -1.90492 -3.57222 -0.0179 -0.0255 -0.1711
H -0.40317 3.80879 -4.75342 -0.0751 0.2817 0.2163
H -0.64397 2.63211 -6.00204 0.1228 -0.0046 -0.0397
H 1.93527 2.93736 -4.34397 -0.0334 0.1635 -0.0899
H 1.71848 3.50175 -6.02390 0.1130 -0.0456 -0.0117
H 1.71207 1.76143 -5.59901 -0.0322 0.0620 -0.2038
H -1.49020 0.62693 -6.39713 -0.0282 0.0279 0.0807
H -2.43097 -0.58214 -5.56115 -0.0667 -0.0945 0.0536
H 0.63246 -0.66598 -5.92815 -0.3709 -0.1669 -0.1224
H -0.55220 -1.61545 -6.89243 0.0809 0.0375 0.0046
H -0.32903 -1.92889 -5.15976 -0.0118 0.1036 -0.1369
H 1.78036 4.64490 3.32148 -0.0407 -0.1866 -0.2445
H 2.49800 5.57098 2.05795 0.0810 0.3130 -0.2618
H 3.46886 2.81799 2.96777 -0.0363 0.0363 0.1407
H 4.25165 4.38287 3.30644 0.1051 -0.0344 0.1902
H 4.21613 3.71759 1.67403 -0.2224 0.1623 0.1619
H 2.80167 5.70916 -0.16873 -0.0249 -0.1593 -0.0842
H 1.84517 5.43936 -1.60617 -0.0914 0.0461 -0.1085
H 4.06696 3.59666 -0.59549 -0.0707 -0.0428 -0.1784
H 4.22507 4.66973 -1.98317 -0.1384 0.0030 -0.0321
H 3.12058 3.28109 -2.04520 -0.1386 -0.1601 -0.1574
H -0.47061 0.31451 6.44728 -0.1568 -0.1830 0.3170
H -0.04406 1.78504 5.63325 0.2072 -0.3129 -0.0208
H 1.75805 -0.69475 5.98692 0.0558 -0.2774 0.2143
H 2.00522 0.88883 6.79432 -0.0475 -0.2547 -0.2430
H 2.21203 0.67805 5.03901 0.2493 0.2162 -0.2060
Te -3.88060 1.39554 2.62194 -0.5157 0.2132 0.1314



96
Properties=species:S:1:pos:R:3:forces:R:3 method="wB97M-V/def2-TZVPD" homo_lumo_gap_ha=0.1703 charge=+3 energy_ev=-176779.04288
Zr 2.11761 -0.53175 -2.04702 -6.1594 1.6811 2.7682
C -0.71585 -0.31500 0.94153 -1.1323 0.0102 -0.2686
C 0.20117 -0.35536 -0.18522 1.6455 -0.6703 -0.5502
O 0.18051 -1.17963 -1.16212 0.5047 -0.4432 -0.4393
O 1.25870 0.38191 -0.29456 1.2426 0.2487 -0.4737
H -1.69327 -0.62983 0.56896 -0.0129 0.0135 0.0545
H -0.80786 0.67533 1.38283 0.3465 0.0265 0.0351
H -0.43142 -1.06185 1.68446 0.3506 0.1319 0.0154
C -3.21360 3.37178 3.44277 -1.4145 0.7283 -0.1226
C -2.79002 3.87772 2.08196 0.6676 -0.0868 -0.6392
O -3.94839 3.75517 1.24834 -0.2307 -0.2836 -0.0173
S -5.01873 2.73432 1.86493 0.0253 0.4144 0.0953
O -5.18672 1.61559 1.01051 0.4354 -0.3092 -0.2478
O -6.14707 3.48267 2.25514 -0.2781 0.1773 0.3060
O -4.14082 2.30531 3.12479 0.3706 -0.5593 -0.2792
H -3.85406 4.12507 3.90916 0.4877 0.1744 0.3563
H -2.44041 3.01786 4.11220 0.0467 -0.1540 -0.1151
H -2.00258 3.27722 1.62220 0.0290 -0.0705 0.1819
H -2.48308 4.92009 2.03434 -0.0335 0.0260 0.3102
C -3.18871 1.64294 -3.39739 -0.8216 -0.4448 0.2396
C -3.15074 0.92379 -2.03589 -0.4282 -0.0013 0.4389
O -1.74606 0.87032 -1.63821 0.4663 0.1967 -0.2510
S -0.87586 1.82941 -2.52860 -0.9594 0.6328 -0.6565
O 0.32128 1.12530 -2.95132 1.1668 -0.9852 0.4322
O -0.71457 3.10153 -1.95765 0.2885 0.1501 0.5332
O -1.82696 1.91340 -3.77333 0.4504 -0.3448 0.1702
H -3.78172 2.54891 -3.30031 0.3636 0.2531 -0.2006
H -3.63951 1.01426 -4.16009 0.2197 0.0644 -0.1698
H -3.50076 -0.10514 -2.02016 0.0736 -0.0153 -0.3086
H -3.72949 1.46914 -1.29083 0.2408 0.0380 0.1595
C 5.09958 4.34230 -3.11134 -0.2160 0.8008 -0.3929
C 4.39379 5.05479 -1.94474 -0.3750 0.0026 -0.3680
O 3.75434 3.97873 -1.20092 -0.6162 -1.4218 0.7939
S 3.19275 2.96881 -2.27529 2.1780 2.8168 -0.2209
O 2.13070 3.54034 -2.97296 -1.4257 -0.2385 -0.4268
O 3.02524 1.63247 -1.70266 0.3137 -1.8089 -0.4509
O 4.48754 3.02949 -3.15945 0.0574 -1.6675 -0.0899
H 6.17866 4.28204 -3.00698 -0.0635 -0.5875 0.2576
H 4.89667 4.82249 -4.06604 -0.1059 0.0672 0.0595
H 3.56924 5.68262 -2.27472 0.2799 0.3178 -0.0908
H 5.07476 5.57385 -1.28140 -0.0773 -0.0810 0.1508
C 3.28368 5.19503 1.85366 0.7906 1.9233 0.1351
C 2.52459 5.94574 2.97358 0.8069 -0.3211 -0.5494
O 1.25472 5.28773 3.06160 -0.6844 -0.4024 0.2602
S 1.01964 4.25371 1.88628 1.2075 1.1158 -1.1639
O 0.47891 4.92970 0.76388 -0.2575 0.3088 -0.2600
O 0.39445 3.04477 2.27146 0.3462 -0.3352 0.8591
O 2.60241 4.02327 1.56546 -1.1574 -1.6966 0.7407
H 4.29096 5.07334 2.24846 0.0631 -0.7901 -0.4169
H 3.32997 5.78500 0.93543 0.0037 0.1657 0.1199
H 2.50128 7.00031 2.70971 -0.7602 0.0169 0.1551
H 3.04840 5.83339 3.91824 -0.3357 -0.1064 0.1770
C -0.15054 -3.60854 4.72774 -0.2912 0.9332 1.3070
C 1.34869 -3.79897 4.75425 -0.3975 0.0315 -0.4948
O 1.55034 -4.51395 3.50778 0.6196 -0.9347 -0.7911
S 0.73713 -3.74275 2.38376 -0.2543 0.1018 2.4679
O 0.35433 -4.58304 1.31900 0.0801 -0.3098 -0.1937
O 1.43145 -2.52299 2.11999 0.0655 0.3146 -0.5810
O -0.50680 -3.42962 3.34885 0.0709 0.1122 -1.0696
H -0.40015 -2.72853 5.32437 -0.1478 0.2274 -0.4393
H -0.74692 -4.40482 5.16844 0.2683 -0.4239 -0.4060
H 1.64908 -4.36347 5.62997 0.3441 -0.3036 -0.3110
H 1.91643 -2.87887 4.62647 -0.1556 0.1739 0.5121
C -2.89937 -2.20381 -4.41788 0.1371 -0.5765 -0.6254
C -2.38502 -3.43047 -3.66414 -0.4558 0.0148 1.6053
O -0.93538 -3.32790 -3.60602 0.7480 0.4106 -0.1679
S -0.43435 -2.10723 -4.45530 -2.2683 -1.0235 -0.0754
O -0.13638 -2.51809 -5.75622 0.9294 0.1112 -0.6982
O 0.54432 -1.37108 -3.68477 2.2662 0.3841 0.8872
O -1.77054 -1.28425 -4.43350 0.6239 0.4517 0.4674
H -3.71327 -1.70263 -3.90689 -0.0434 -0.0811 0.0095
H -3.15130 -2.46575 -5.44379 -0.0831 0.2590 -0.0366
H -2.69060 -4.40921 -4.02012 0.1852 0.1433 -0.5599
H -2.67868 -3.36897 -2.61709 -0.1168 0.0461 -0.1192
C 4.90959 -3.80402 1.76221 0.5742 -0.6244 -0.3268
C 4.20453 -4.99625 1.11005 0.1329 -1.2892 0.8355
O 3.43385 -4.49551 -0.01140 -0.6134 0.9573 -0.8783
S 3.89172 -3.04424 -0.37285 1.3373 -2.1950 1.8065
O 2.71234 -2.21881 -0.71651 -0.1886 1.2147 -1.0298
O 4.94051 -3.02665 -1.30834 -0.0999 0.4654 -0.8490
O 4.38518 -2.67448 1.04171 -0.5762 1.8557 -0.1993
H 5.98536 -3.84899 1.60345 -0.0114 0.1278 -0.0391
H 4.71612 -3.68505 2.82214 -0.3300 0.1922 -0.0793
H 3.53471 -5.51249 1.79513 -0.4024 0.3300 -0.1697
H 4.88826 -5.76762 0.76201 0.1484 0.2877 -0.3212
C -3.50622 -4.67943 0.05071 -0.2053 -0.3059 -0.8646
C -2.31159 -3.72806 0.12578 -0.8798 -0.4821 -0.0157
O -2.82590 -2.46995 -0.32082 0.0532 0.2554 -0.6186
S -4.43700 -2.42509 -0.38896 0.2730 -0.2490 0.8535
O -4.85924 -2.43269 -1.74790 0.3214 -0.2300 -0.3423
O -4.83291 -1.37390 0.45843 -0.3849 0.1071 0.2179
O -4.64859 -3.84325 0.29435 -0.1553 0.4413 0.1269
H -3.48294 -5.50526 0.75456 -0.1002 0.2614 0.3056
H -3.63931 -5.12088 -0.94140 0.1679 0.0685 -0.0322
H -1.54451 -4.03021 -0.58045 0.4029 -0.0233 0.4419
H -2.02975 -3.63263 1.17052 0.4880 0.0943 -0.1452